No. 1
{"formula": "C18H30ClHfN2O9P2", "method": "the ωB97M-V functional and the def2-TZVPD basis", "charge": 3, "gap_ha": 0.083, "multiplicity": 1, "elements": ["Hf", "Cl", "P", "P", "O", "O", "O", "O", "O", "O", "O", "O", "O", "N", "N", "C", "C", "C", "C", "C", "C", "C", "C", "C", "C", "C", "C", "C", "C", "C", "C", "C", "C", "H", "H", "H", "H", "H", "H", "H", "H", "H", "H", "H", "H", "H", "H", "H", "H", "H", "H", "H", "H", "H", "H", "H", "H", "H", "H", "H", "H", "H", "H"], "xyz": [[-8.011, -2.740, -1.551], [-3.049, 4.141, 3.621], [-2.227, 2.648, 2.284], [2.669, -1.466, 0.823], [1.617, 4.579, 3.205], [-2.446, -2.544, -2.266], [-0.313, 0.467, -3.058], [3.288, -2.938, 1.601], [-2.561, 3.277, 0.706], [-0.265, 5.061, 1.783], [1.216, -1.809, 0.348], [0.221, 2.904, -0.405], [3.646, -1.310, -0.654], [-1.611, -0.495, 1.171], [-0.093, 1.754, 5.480], [-4.979, -2.085, -1.753], [1.307, -3.063, 3.326], [0.383, 2.681, -1.856], [-0.318, 2.658, 2.686], [2.913, -2.971, 3.022], [-0.756, 0.488, 1.326], [2.927, 0.114, 1.820], [2.766, -1.236, -1.841], [0.355, 4.152, 2.554], [-0.842, 1.751, -2.513], [0.500, 1.491, 1.801], [-0.309, 2.314, 4.325], [1.667, 0.724, 2.644], [-1.487, -0.384, -3.412], [3.776, -0.838, -3.112], [1.124, 2.080, 0.397], [-3.820, -2.536, -2.845], [-1.962, -1.174, -2.034], [3.394, -3.969, 3.466], [-4.620, -2.376, -0.676], [3.506, 0.892, 1.123], [4.901, -1.114, -2.837], [3.371, -1.460, -4.029], [-6.056, -2.466, -2.030], [-3.876, -1.818, -3.789], [-1.689, 1.605, -1.712], [-5.001, -0.893, -1.787], [1.178, -2.981, 4.508], [-2.718, -0.476, -1.462], [2.160, 1.455, 3.451], [0.659, -2.202, 2.871], [0.237, 3.751, -2.364], [-1.324, 2.307, -3.452], [1.982, -0.367, -1.788], [2.288, -2.296, -2.033], [-1.234, -1.132, -4.285], [-2.378, 0.313, -3.752], [1.132, -0.117, 3.302], [3.704, 0.297, -3.399], [3.460, -2.092, 3.611], [2.161, 2.643, 0.573], [1.453, 2.306, -2.158], [-0.991, -1.234, -1.357], [0.806, -4.078, 2.953], [3.744, -0.155, 2.653], [-2.928, 2.476, 0.188], [-4.053, -3.650, -3.134], [1.404, 1.135, -0.276]]}

---

No. 2
{"formula": "C22H32Cl4LuO4P2S", "method": "the ωB97M-V functional and the def2-TZVPD basis", "charge": 1, "gap_ha": 0.299, "multiplicity": 1, "elements": ["Lu", "Cl", "Cl", "Cl", "Cl", "S", "P", "P", "O", "O", "O", "O", "C", "C", "C", "C", "C", "C", "C", "C", "C", "C", "C", "C", "C", "C", "C", "C", "C", "C", "C", "C", "C", "C", "H", "H", "H", "H", "H", "H", "H", "H", "H", "H", "H", "H", "H", "H", "H", "H", "H", "H", "H", "H", "H", "H", "H", "H", "H", "H", "H", "H", "H", "H", "H", "H"], "xyz": [[0.936, -0.066, -0.376], [-1.648, -1.220, -4.380], [0.974, -5.909, -3.668], [2.389, -4.671, -1.145], [-1.048, -4.170, -5.305], [2.675, 1.522, -2.935], [-0.864, 1.994, 0.002], [-1.254, -1.150, 0.782], [-0.150, -0.406, -1.990], [2.264, 1.243, -1.492], [1.585, -1.887, -0.588], [1.720, 0.524, 1.932], [1.132, 1.926, -3.773], [0.905, 0.395, 4.265], [1.043, 1.215, 2.996], [-2.535, -1.899, -0.293], [1.253, -3.754, -2.058], [-2.805, 2.463, 1.993], [-3.189, -0.203, 2.603], [-3.745, 2.105, 2.944], [-3.941, 0.766, 3.246], [-0.997, -2.488, 2.003], [-2.039, 1.500, 1.337], [0.627, -4.297, -3.184], [3.857, -0.105, 0.986], [0.062, -1.672, -2.380], [2.930, -0.101, -3.680], [-2.076, 2.442, -1.301], [3.121, 0.336, 2.230], [-0.546, -2.219, -3.503], [-0.275, -3.527, -3.910], [0.985, -2.455, -1.639], [-0.262, 3.660, 0.482], [-2.231, 0.144, 1.652], [0.799, 2.892, -3.394], [-4.328, 2.869, 3.441], [3.483, -1.065, 0.624], [-0.234, -2.188, 2.719], [-0.613, -3.342, 1.442], [-2.848, 3.080, -0.872], [1.320, 1.998, -4.844], [-3.357, -1.244, 2.847], [2.103, -0.750, -3.401], [0.322, 4.049, -0.353], [-1.077, 4.351, 0.686], [3.520, 1.287, 2.592], [-4.681, 0.471, 3.978], [3.875, -0.503, -3.317], [-2.911, -1.166, -1.005], [-2.534, 1.544, -1.715], [0.403, 1.149, -3.545], [2.976, 0.016, -4.762], [0.058, 1.465, 2.613], [3.223, -0.408, 3.022], [-2.080, -2.719, -0.851], [1.864, 0.227, 4.751], [-1.903, -2.788, 2.525], [4.914, -0.223, 1.220], [1.583, 2.145, 3.202], [0.443, -0.568, 4.049], [-1.571, 2.978, -2.105], [3.770, 0.651, 0.207], [-3.353, -2.284, 0.315], [-2.674, 3.514, 1.767], [0.261, 0.933, 4.961], [0.392, 3.592, 1.350]]}

---

No. 3
{"formula": "C10H24N4O20S3", "method": "the ωB97M-V functional and the def2-TZVPD basis", "charge": 0, "gap_ha": 0.380, "smiles": "C[N+](=O)[O-].C[N+](=O)[O-].C[N+](=O)[O-].C[N+](=O)[O-].O=S1(=O)OCCO1.O=S1(=O)OCCO1.O=S1(=O)OCCO1", "multiplicity": 1, "elements": ["S", "S", "S", "O", "O", "O", "O", "O", "O", "O", "O", "O", "O", "O", "O", "O", "O", "O", "O", "O", "O", "O", "O", "N", "N", "N", "N", "C", "C", "C", "C", "C", "C", "C", "C", "C", "C", "H", "H", "H", "H", "H", "H", "H", "H", "H", "H", "H", "H", "H", "H", "H", "H", "H", "H", "H", "H", "H", "H", "H", "H"], "xyz": [[-21.359, 14.614, -1.202], [-17.601, 20.004, 5.382], [-16.092, 9.414, 4.645], [-16.032, 15.526, 1.375], [-18.852, 20.213, 4.628], [-16.333, 19.540, 4.467], [-17.633, 18.414, 5.987], [-17.214, 10.295, 4.445], [-19.651, 13.554, 1.780], [-14.497, 16.171, -0.001], [-17.618, 9.251, 0.611], [-21.932, 14.732, -2.722], [-17.376, 11.318, 1.071], [-21.375, 13.760, 6.379], [-15.321, 9.275, 5.896], [-20.922, 15.954, -0.726], [-15.010, 9.711, 3.404], [-18.975, 15.427, 2.596], [-20.517, 13.415, -1.030], [-19.423, 14.745, 6.455], [-17.146, 20.905, 6.426], [-22.928, 14.288, -0.671], [-16.449, 7.955, 4.000], [-18.063, 10.375, 0.680], [-14.864, 15.582, 1.028], [-18.940, 14.197, 2.507], [-20.412, 14.203, 6.951], [-17.872, 13.456, 3.305], [-20.547, 14.206, 8.490], [-23.504, 13.361, -1.542], [-16.409, 18.185, 4.130], [-14.506, 8.526, 2.950], [-17.445, 17.486, 4.932], [-15.634, 7.577, 2.927], [-19.476, 10.591, 0.302], [-13.885, 14.615, 1.621], [-23.109, 14.009, -2.973], [-16.232, 7.641, 2.018], [-15.441, 17.702, 4.263], [-13.389, 15.112, 2.455], [-17.251, 16.439, 5.167], [-19.501, 14.348, 8.762], [-17.979, 12.400, 3.057], [-22.940, 13.295, -3.779], [-18.301, 17.401, 4.262], [-21.196, 15.037, 8.767], [-13.675, 8.073, 3.490], [-14.463, 13.731, 1.894], [-16.972, 13.859, 2.841], [-15.182, 6.588, 2.842], [-23.845, 14.668, -3.434], [-14.191, 8.703, 1.921], [-20.020, 11.204, 1.021], [-18.019, 13.746, 4.346], [-19.519, 11.123, -0.649], [-20.028, 9.671, 0.113], [-24.547, 13.391, -1.225], [-13.054, 14.412, 0.946], [-20.921, 13.231, 8.803], [-16.606, 18.148, 3.059], [-23.062, 12.382, -1.358]]}

---

No. 4
{"formula": "C8H19N3O9SZn", "method": "the ωB97M-V functional and the def2-TZVPD basis", "charge": -2, "gap_ha": 0.154, "multiplicity": 1, "elements": ["Zn", "S", "O", "O", "O", "O", "O", "O", "O", "O", "O", "N", "N", "N", "C", "C", "C", "C", "C", "C", "C", "C", "H", "H", "H", "H", "H", "H", "H", "H", "H", "H", "H", "H", "H", "H", "H", "H", "H", "H", "H"], "xyz": [[-0.736, 0.248, 0.094], [1.391, 2.682, -0.451], [-2.101, 1.836, -0.722], [-0.867, -0.847, -1.616], [0.696, -1.250, 0.607], [0.338, 3.717, -0.438], [2.178, 2.749, 0.780], [-2.331, -0.687, 0.891], [-0.459, 1.232, 1.816], [2.247, 3.051, -1.599], [0.832, 1.269, -0.463], [2.890, -0.512, 0.522], [1.206, 1.829, 3.097], [-0.982, 0.111, -3.605], [-3.349, 1.311, -0.296], [-0.680, -0.924, -2.801], [-0.129, -0.168, 3.639], [-0.127, -2.184, -3.373], [-3.545, -0.040, 0.624], [1.981, -1.500, 0.430], [0.171, 1.023, 2.809], [2.564, -2.830, -0.159], [-4.084, 1.176, -1.089], [2.592, 0.449, 0.608], [2.664, -2.626, -1.225], [-1.210, -0.293, 3.709], [0.322, -1.092, 3.277], [-3.989, 2.077, 0.142], [0.428, -1.827, -4.240], [-3.978, 0.341, 1.549], [3.880, -0.656, 0.388], [1.293, 2.669, 2.543], [-4.356, -0.645, 0.220], [1.913, 1.661, 3.798], [0.535, -2.651, -2.644], [-0.794, 0.059, -4.596], [-0.895, -2.878, -3.717], [0.338, -0.041, 4.616], [3.557, -3.097, 0.203], [1.932, -3.716, -0.105], [-1.338, 0.976, -3.224]]}

---

No. 5
{"formula": "C21H21BBaN12O6", "method": "the ωB97M-V functional and the def2-TZVPD basis", "s2": 0.7559, "charge": -1, "gap_ha": [0.322, 0.216], "multiplicity": 2, "elements": ["Ba", "O", "O", "O", "O", "O", "O", "N", "N", "N", "N", "N", "N", "N", "N", "N", "N", "N", "N", "C", "C", "C", "C", "C", "C", "C", "C", "C", "C", "C", "C", "C", "C", "C", "C", "C", "C", "C", "C", "C", "B", "H", "H", "H", "H", "H", "H", "H", "H", "H", "H", "H", "H", "H", "H", "H", "H", "H", "H", "H", "H", "H"], "xyz": [[0.029, -0.230, 0.283], [-0.148, -2.351, 1.285], [-0.841, 0.553, 2.282], [-2.045, -1.788, -1.264], [-1.869, 0.905, -0.619], [-2.097, 1.352, 4.005], [-3.739, 1.980, -1.363], [1.528, -0.703, -1.924], [3.505, -0.201, 0.344], [4.852, 1.150, -1.274], [2.477, -0.349, 1.230], [2.546, 1.995, -0.753], [2.770, -0.178, -2.164], [1.287, 1.932, -0.244], [1.262, -6.742, 1.475], [5.568, 0.901, -2.408], [-2.649, -4.657, 0.745], [-3.408, -0.456, 1.268], [0.560, -3.416, 1.399], [-3.107, 1.284, -0.603], [0.782, 3.160, -0.303], [0.664, -5.763, 1.378], [4.254, -1.510, 1.970], [-3.034, -0.407, 2.637], [1.715, 4.048, -0.871], [6.813, 2.118, -0.951], [-3.925, 0.745, 0.635], [4.577, -0.905, 0.779], [3.115, -0.408, -3.454], [-3.402, -1.869, -0.882], [-3.604, -1.763, 0.620], [-1.526, -4.588, 0.991], [2.812, 3.259, -1.145], [2.097, -1.107, -4.063], [1.126, -1.254, -3.061], [6.740, 1.484, -2.211], [-0.105, -4.541, 1.253], [5.583, 1.870, -0.395], [2.917, -1.127, 2.206], [-1.838, 0.665, 3.046], [3.413, 0.671, -0.979], [-3.943, 1.534, 1.385], [4.883, -2.143, 2.576], [-0.221, 3.346, 0.057], [-1.834, -0.842, -1.175], [0.160, -1.742, -3.105], [2.258, -1.375, 3.025], [-4.931, 0.541, 0.268], [5.159, 2.142, 0.561], [2.061, -1.454, -5.083], [4.063, -0.066, -3.825], [-2.966, -2.469, 1.139], [7.633, 2.665, -0.516], [3.764, 3.497, -1.597], [-4.650, -2.005, 0.858], [1.605, 5.104, -1.059], [5.487, -0.918, 0.197], [-3.761, -2.860, -1.150], [7.491, 1.423, -2.987], [-4.017, -1.140, -1.421], [-2.716, -1.400, 2.946], [-3.886, -0.036, 3.207]]}

---

No. 6
{"formula": "C9H32HfN16O11", "method": "the ωB97M-V functional and the def2-TZVPD basis", "s2": 0.7678, "charge": 3, "gap_ha": [0.145, 0.117], "multiplicity": 2, "elements": ["Hf", "O", "O", "O", "O", "O", "O", "O", "O", "O", "O", "O", "N", "N", "N", "N", "N", "N", "N", "N", "N", "N", "N", "N", "N", "N", "N", "N", "C", "C", "C", "C", "C", "C", "C", "C", "C", "H", "H", "H", "H", "H", "H", "H", "H", "H", "H", "H", "H", "H", "H", "H", "H", "H", "H", "H", "H", "H", "H", "H", "H", "H", "H", "H", "H", "H", "H", "H", "H"], "xyz": [[1.995, 0.206, -0.137], [3.055, -0.331, 2.011], [-2.891, -1.934, 3.628], [1.077, -1.203, -1.877], [3.512, 2.027, 0.584], [-0.416, 0.330, 0.118], [0.508, 0.905, 1.559], [1.208, -2.050, 0.700], [-3.524, -2.976, -1.520], [-4.017, 2.114, -3.053], [-0.818, 5.615, -2.795], [0.381, 2.008, 0.120], [2.336, -2.822, -2.715], [-4.018, 1.750, -0.806], [4.632, 3.756, 1.390], [2.907, -1.859, 3.635], [-0.389, -3.492, 1.075], [-0.953, 4.359, -0.988], [2.121, 0.113, 3.944], [1.513, -4.041, 1.723], [-1.039, -0.879, 3.177], [-2.249, -1.489, -2.469], [2.726, 3.279, 2.167], [-2.625, -0.978, 1.607], [-2.147, 1.720, -1.970], [0.527, -2.195, -3.865], [0.519, 3.900, -2.332], [-3.841, -2.367, -3.639], [-3.401, 1.819, -1.982], [-2.160, -1.309, 2.805], [3.653, 2.951, 1.385], [0.825, -3.150, 1.127], [-3.230, -2.337, -2.480], [1.278, -2.026, -2.768], [-0.500, 4.704, -2.141], [2.734, -0.639, 3.172], [-0.345, 1.304, 0.824], [1.943, 1.077, 3.703], [1.104, 4.044, -3.143], [-1.931, -1.161, -1.569], [-0.082, -1.409, -4.046], [-0.927, -3.203, 0.270], [0.935, -2.758, -4.598], [2.785, 3.983, 2.889], [1.819, 2.939, 1.879], [2.342, -3.765, -3.076], [-3.336, -2.113, -4.475], [5.351, 3.563, 0.707], [0.832, 3.278, -1.600], [-1.654, 1.349, -1.171], [-1.857, 4.637, -0.633], [-4.597, -3.035, -3.698], [0.993, -4.762, 2.203], [3.203, -2.484, 2.899], [-0.804, -1.054, 4.144], [2.504, -3.993, 1.532], [-3.633, -1.030, 1.612], [2.364, -2.148, 4.436], [1.888, -0.160, 4.888], [-5.021, 1.754, -0.925], [-3.445, 1.282, -0.119], [-0.631, -4.399, 1.447], [-2.067, -0.972, -3.318], [-1.993, -0.475, 1.001], [-0.399, -0.365, 2.588], [-0.597, 3.526, -0.543], [-1.706, 1.638, -2.875], [4.677, 4.070, 2.349], [2.994, -2.639, -1.971]]}